Record 1
DFT (wB97M-V/def2-TZVPD) results for C9H9ClN2S in the gas phase at a distorted geometry.

Each line ends with the Mulliken charge.
Positions of all 22 atoms, in Å:
H  1.08  1.14  2.28  0.395
C  -0.69  1.05  1.20  0.233
H  -2.52  2.26  1.01  0.426
H  0.98  -0.11  0.58  0.302
Cl  -0.42  -1.57  1.69  -0.215
C  -0.13  -0.23  0.51  0.116
C  0.03  -1.30  -1.70  0.511
N  -0.68  -0.55  -0.71  0.772
H  1.94  -1.84  -0.91  0.402
C  0.54  -2.31  -3.91  -0.406
H  2.32  -3.11  -3.32  0.427
C  -1.88  1.46  0.75  -0.552
N  -1.88  -0.09  -1.14  -0.920
H  0.33  2.61  2.14  0.410
S  -0.78  -1.33  -3.20  -0.047
H  -0.45  1.36  3.20  0.321
C  1.57  -2.49  -2.98  -0.580
C  1.28  -1.94  -1.71  -0.677
C  -2.53  0.70  -0.34  -0.348
H  0.60  -2.60  -4.98  0.348
C  0.16  1.61  2.32  -1.430
H  -3.51  0.80  -0.71  0.510

Calculated values
M, g/mol: 212.7
E_HOMO, Ha: -0.2830
Energy above the lowest of the compared OMol25 structures with the same formula, charge and spin, eV: 0.000
Orbital gap, eV: 7.971
DFT total energy, a.u.: -1316.14765

Record 2
DFT (wB97M-V/def2-TZVPD) results for C2H4O2S2 in the gas phase at a distorted geometry.

Each line ends with the Mulliken charge.
Positions of all 10 atoms, in Å:
C  0.45  0.82  0.45  -0.664
H  0.90  1.55  -0.37  0.295
O  -1.38  0.69  -1.41  -0.534
H  1.00  -0.67  -1.13  0.405
C  0.88  -1.27  -0.27  -0.504
S  -1.14  0.39  -0.03  0.986
O  -2.10  0.70  0.95  -0.556
H  0.42  1.24  1.49  0.315
S  -0.76  -1.78  0.13  -0.104
H  1.72  -1.66  0.21  0.360

Calculated values
M, g/mol: 124.2
E_HOMO (spin up / spin down), Ha: -0.3389 / -0.3389
Energy above the lowest of the compared OMol25 structures with the same formula, charge and spin, eV: 4.052
Orbital gap (spin up / spin down), eV: 8.036 / 8.035
DFT total energy, a.u.: -1025.31654

What is the formula in the first record?
C9H9ClN2S

Which of these has the lowest energy above the lowest of the compared OMol25 structures with the same formula, charge and spin?
C9H9ClN2S

The highest energy above the lowest of the compared OMol25 structures with the same formula, charge and spin belongs to which entry?
C2H4O2S2

Copy entry 1 word for word.
DFT (wB97M-V/def2-TZVPD) results for C9H9ClN2S in the gas phase at a distorted geometry.

Each line ends with the Mulliken charge.
Positions of all 22 atoms, in Å:
H  1.08  1.14  2.28  0.395
C  -0.69  1.05  1.20  0.233
H  -2.52  2.26  1.01  0.426
H  0.98  -0.11  0.58  0.302
Cl  -0.42  -1.57  1.69  -0.215
C  -0.13  -0.23  0.51  0.116
C  0.03  -1.30  -1.70  0.511
N  -0.68  -0.55  -0.71  0.772
H  1.94  -1.84  -0.91  0.402
C  0.54  -2.31  -3.91  -0.406
H  2.32  -3.11  -3.32  0.427
C  -1.88  1.46  0.75  -0.552
N  -1.88  -0.09  -1.14  -0.920
H  0.33  2.61  2.14  0.410
S  -0.78  -1.33  -3.20  -0.047
H  -0.45  1.36  3.20  0.321
C  1.57  -2.49  -2.98  -0.580
C  1.28  -1.94  -1.71  -0.677
C  -2.53  0.70  -0.34  -0.348
H  0.60  -2.60  -4.98  0.348
C  0.16  1.61  2.32  -1.430
H  -3.51  0.80  -0.71  0.510

Calculated values
M, g/mol: 212.7
E_HOMO, Ha: -0.2830
Energy above the lowest of the compared OMol25 structures with the same formula, charge and spin, eV: 0.000
Orbital gap, eV: 7.971
DFT total energy, a.u.: -1316.14765